No. 1
Computed, not measured: an isolated molecule of C2H3N3O, with ωB97M-V/def2-TZVPD.

Properties
M, g mol⁻¹: 85.066
Structure (SMILES): [H]/N=C/N=C=NO
Kohn-Sham gap, eV: 9.8
Energy above the lowest of the compared OMol25 structures with the same formula, charge and spin, kJ/mol: 368.2

Each line ends with the Mulliken charge.
Element x y z (Å)
H  -2.89404  0.94179  0.35075  0.2378
N  -1.88621  0.84501  0.26137  -0.5482
C  -1.56837  -0.36516  0.05921  0.0319
N  -0.24588  -0.67875  -0.22965  -0.3692
C  0.76108  -0.02803  -0.02644  0.7247
N  1.77682  0.67134  -0.02762  -0.4444
O  2.97274  -0.03060  0.26568  -0.3286
H  -2.23652  -1.22462  -0.01932  0.3483
H  3.32037  -0.13098  -0.63398  0.3477


No. 2
Computed, not measured: a 3-piece molecular cluster, C4H13NO2 overall, with ωB97M-V/def2-TZVPD.

Properties
M, g mol⁻¹: 107.153
Structure (SMILES): C/C=C(/C)N.O.O
Kohn-Sham gap, eV: 8.4
Energy above the lowest of the compared OMol25 structures with the same formula, charge and spin, kJ/mol: 183.7

Each line ends with the Mulliken charge.
Element x y z (Å)
C  0.20309  -1.54706  2.02593  -0.9947
C  0.13758  -0.11744  1.43479  -0.3512
C  -0.14114  0.32137  0.16596  0.7064
C  -0.16285  1.76481  -0.30000  -1.2933
N  -0.40646  -0.72536  -0.75832  -0.4671
H  1.24108  -1.85402  2.16812  0.2623
H  -0.31282  -2.27916  1.40047  0.3597
H  -0.31945  -1.42251  2.97739  0.3008
H  1.05630  0.39832  1.74863  0.1397
H  -0.74704  2.41927  0.33647  0.2798
H  0.84836  2.16712  -0.37015  0.2642
H  -0.57966  1.66719  -1.30491  0.3976
H  -0.05983  -1.57457  -0.35614  0.1391
H  -0.41031  -0.47754  -1.72679  0.2895
O  2.93301  -0.48979  -1.25508  -0.6333
H  3.03075  -0.05786  -0.40934  0.3129
H  2.28679  -1.20343  -1.17705  0.3060
O  -2.76072  1.01669  -1.92797  -0.6564
H  -2.77118  0.26859  -1.33930  0.3190
H  -3.06551  1.72539  -1.33271  0.3192


No. 3
Computed, not measured: C28H28F4O8S2 as an isolated structure, with ωB97M-V/def2-TZVPD.

Properties
M, g mol⁻¹: 632.650
Kohn-Sham gap, eV: 8.8

Each line ends with the Mulliken charge.
Element x y z (Å)
F  -6.61167  -2.67015  -0.50858  -0.3248
C  -6.21279  -3.91637  -0.42001  0.4277
C  -4.93591  -4.11461  0.11933  -0.3384
C  -4.47864  -5.43774  0.22223  -0.4053
C  -5.35871  -6.44663  -0.14533  -0.4745
C  -6.62387  -6.22133  -0.66468  -0.2351
C  -7.16669  -4.92748  -0.70823  -0.6152
H  -4.31973  -3.24198  0.29173  0.6105
H  -3.50282  -5.70386  0.61901  0.4052
H  -5.00516  -7.48664  -0.06291  0.3051
H  -7.22008  -7.09499  -0.98430  0.3219
H  -8.08940  -4.81293  -1.29454  0.3400
F  3.51750  8.02430  4.38789  -0.3199
C  2.95618  6.83447  4.05621  0.4719
C  2.73493  6.50484  2.73901  -0.7564
C  2.20440  5.25352  2.50927  -0.0082
C  1.85467  4.39744  3.61493  -0.5132
C  1.98268  4.83072  4.89237  -0.4424
C  2.58318  6.06040  5.12083  -0.4158
H  3.10927  7.11410  1.93048  0.4096
H  2.10174  4.97901  1.44506  0.3432
H  1.45906  3.42208  3.42101  0.4480
H  1.56003  4.27388  5.70150  0.4023
H  2.74507  6.41232  6.12958  0.4000
F  -2.61364  -2.00665  1.78192  -0.2900
C  -1.98491  -0.79033  1.75314  0.1945
C  -0.74731  -0.72515  1.08535  -0.1494
C  -0.02156  0.45588  1.25408  -0.2839
C  -0.59848  1.58696  1.80982  -0.5875
C  -1.96880  1.53388  2.22726  -0.4745
C  -2.69910  0.35004  2.24935  -0.8031
H  -0.25040  -1.58715  0.66387  0.5124
H  0.96714  0.51247  0.83894  0.4034
H  -0.14656  2.55676  1.83067  0.6426
H  -2.36751  2.42659  2.69734  0.3419
H  -3.62830  0.41280  2.77727  0.4536
F  -3.60964  -0.27013  -1.79662  -0.3881
C  -2.73630  -1.23229  -2.19119  0.3739
C  -1.40404  -0.98714  -2.32048  -0.6185
C  -0.62035  -2.01344  -2.79641  -0.2649
C  -1.16225  -3.26901  -3.05787  -0.5903
C  -2.48243  -3.53914  -2.86558  -0.3754
C  -3.31383  -2.48813  -2.45794  -0.5398
H  -0.95066  0.00814  -2.21109  0.5304
H  0.45468  -1.83096  -3.04482  0.5194
H  -0.50435  -4.08693  -3.39415  0.3400
H  -2.77951  -4.56813  -3.03652  0.4134
H  -4.39347  -2.60410  -2.43611  0.5724
C  3.34651  -1.39005  0.69291  -0.4628
C  4.52604  -2.41723  0.34656  -0.3851
O  4.14151  -3.02597  -0.92212  -0.3213
S  2.82851  -2.35897  -1.48860  1.1444
O  1.73960  -3.20111  -1.02739  -0.5596
O  3.06439  -2.05653  -2.88666  -0.5841
O  2.84221  -1.01376  -0.58566  -0.0246
H  3.72151  -0.47664  1.14433  0.4119
H  2.54616  -1.89410  1.23218  0.2758
H  4.64669  -3.23983  1.04985  0.2822
H  5.49241  -1.93556  0.11295  0.2652
C  4.88778  3.44611  -2.70257  -0.3839
C  3.94984  4.35976  -3.52025  -0.2912
O  2.64739  4.16717  -2.97286  -0.3248
S  2.58891  2.96237  -1.91242  1.0905
O  1.47824  2.11229  -2.28221  -0.4585
O  2.72428  3.36265  -0.54342  -0.5048
O  3.99373  2.32616  -2.38469  -0.2721
H  5.25229  3.92822  -1.81137  0.2705
H  5.67361  3.00625  -3.27121  0.3098
H  3.99912  4.01963  -4.56901  0.2663
H  4.18758  5.44192  -3.47042  0.2873


No. 4
Computed, not measured: a 5-piece molecular cluster, C2H14NO4 overall, with ωB97M-V/def2-TZVPD.

Properties
M, g mol⁻¹: 116.137
⟨S²⟩: 0.75
Spin multiplicity: 2
Kohn-Sham gap (alpha / beta), eV: 3.5 / 7.1
Energy above the lowest of the compared OMol25 structures with the same formula, charge and spin, kJ/mol: 142.2

Each line ends with the Löwdin spin population.
Element x y z (Å)
C  1.25448  0.95679  -0.80215  0.3445
C  1.86737  2.04879  -0.22471  0.3434
N  1.02137  -0.24735  0.04064  0.0708
H  1.10994  0.89715  -1.88202  0.0259
H  2.57989  2.65924  -0.75205  0.0387
H  1.59538  2.21898  0.82886  0.0401
H  1.09250  -1.07642  -0.60134  0.0133
H  1.45883  -0.43882  1.01522  0.0122
H  0.05404  -0.31690  0.34229  0.0111
H  1.06567  -1.96779  -2.88448  0.0057
H  1.19354  -3.17926  -2.13845  0.0030
O  1.45024  -2.23186  -2.02525  0.0223
H  -5.34007  1.24336  -1.66195  0.0001
H  -5.31064  1.53943  -0.11048  0.0003
O  -4.85348  1.65452  -0.94448  0.0043
H  -2.55529  -1.06235  1.57333  0.0012
H  -2.48473  0.20003  0.61727  0.0029
O  -1.97737  -0.54887  0.96685  0.0127
H  2.81201  -1.52426  2.75808  0.0065
H  2.59596  -0.10729  3.18828  0.0082
O  2.15231  -0.82262  2.71049  0.0329


No. 5
Computed, not measured: an isolated molecule of C5H4N2, with ωB97M-V/def2-TZVPD.

Properties
M, g mol⁻¹: 92.101
Structure (SMILES): C#Cc1cn[nH]c1
Kohn-Sham gap, eV: 9.9
Energy above the lowest of the compared OMol25 structures with the same formula, charge and spin, kJ/mol: 340.0

Each line ends with the Mulliken charge.
Element x y z (Å)
C  -0.33693  0.78327  2.82038  -0.7267
C  -0.01950  0.47477  1.66001  0.0821
C  0.13982  0.05221  0.32755  0.5755
C  -0.31323  -1.18035  -0.21161  -0.3266
N  -0.14894  -1.21789  -1.51899  -0.7534
N  0.42080  -0.03921  -1.81996  0.2612
C  0.59621  0.76638  -0.75838  -0.4684
H  -1.32931  0.30731  2.60840  0.2493
H  -0.78069  -2.00028  0.32014  0.4678
H  0.64805  0.15924  -2.77981  0.1961
H  1.03404  1.75175  -0.81593  0.4431